No. 1
DFT (the ωB97M-V functional and the def2-TZVPD basis) results for a 5-piece molecular cluster, C4H12N2O2 overall.

Computed properties:
spin multiplicity	1

Geometry (Å):
N  -1.851  -1.368  -0.677
C  -0.597  -0.942  -0.490
C  -0.354  0.245  0.441
C  0.658  -0.477  0.683
O  1.738  -0.997  3.122
C  -0.446  1.271  -2.013
N  0.835  0.611  -2.102
H  1.176  -0.648  1.802
H  -2.511  -0.929  -0.057
H  0.176  -1.648  -1.215
H  -1.066  1.003  0.752
H  2.670  -3.352  3.865
H  3.089  -3.908  4.069
H  -1.370  0.698  -2.054
H  -0.826  2.189  -2.538
H  1.270  1.158  -2.863
H  0.244  1.404  -1.062
H  2.447  -0.898  3.742
H  -2.969  3.540  -1.441
O  -2.312  3.047  -1.965



No. 2
DFT (the ωB97M-V functional and the def2-TZVPD basis) results for a 2-piece molecular cluster, C4H12N2O2 overall.

Computed properties:
spin multiplicity	1
SMILES string	CCNCC(N)=O.O

Geometry (Å):
C  0.593  2.752  -0.547
C  1.007  1.695  0.522
N  0.836  0.292  0.011
C  -0.305  -0.411  0.623
C  0.158  -1.626  1.426
N  1.500  -1.727  1.711
O  -0.606  -2.520  1.767
H  0.079  3.588  -0.088
H  1.375  2.971  -1.276
H  -0.139  2.248  -1.184
H  2.048  1.823  0.816
H  0.326  1.871  1.351
H  0.678  0.434  -0.970
H  -0.863  0.187  1.347
H  -0.947  -0.847  -0.141
H  2.140  -1.026  1.382
H  1.834  -2.311  2.459
H  -3.107  1.060  -3.484
H  -2.224  -0.060  -3.935
O  -2.701  0.716  -4.274



No. 3
DFT (the ωB97M-V functional and the def2-TZVPD basis) results for one molecule with the formula C4H12N2O2.

Computed properties:
spin multiplicity	1
SMILES string	CN[C@@](C)(N)OCO

Geometry (Å):
C  0.223  1.182  1.721
C  -1.715  -1.004  -0.230
N  -0.908  0.152  -0.546
O  -0.814  0.572  2.357
H  -0.518  -0.333  2.552
H  -1.333  1.065  -0.635
H  -0.129  2.113  1.274
H  1.104  1.376  2.335
H  -1.656  -1.747  -1.029
H  -1.356  -1.501  0.676
H  -2.754  -0.702  -0.104
C  1.049  -1.210  -1.217
C  0.542  0.056  -0.518
N  1.031  1.210  -1.251
O  0.950  -0.009  0.838
H  0.698  2.076  -0.844
H  2.043  1.224  -1.233
H  2.135  -1.168  -1.270
H  0.647  -1.261  -2.226
H  0.761  -2.091  -0.651



| no. | energy (eV) | Kohn-Sham gap (eV) | maximum force (eV/A) |
| --- | --- | --- | --- |
| 1 | -11399.91044 | 4.88 | 6.74 |
| 2 | -11417.63909 | 9.64 | 1.77 |
| 3 | -11416.51916 | 9.19 | 3.52 |